Here is a cluster of 4 separate species, C3H16NO3S in total at a distorted geometry from the OMol25 dataset. Energies are from ωB97M-V/def2-TZVPD.

The geometry in XYZ format:
```
24
Properties=species:S:1:pos:R:3:forces:R:3
C 0.47722 -0.49491 1.07281 -0.574 -1.127 -0.693
C 1.85575 -0.89611 0.60984 1.451 0.300 0.021
C 2.90300 0.26110 0.51253 -0.543 -1.392 -0.401
S 2.26456 1.84924 0.01990 -0.438 1.353 0.772
N -0.46162 -0.11888 -0.01806 0.127 0.881 -1.804
H 0.02842 -1.44098 1.36895 -0.178 0.278 0.988
H 0.45822 0.30721 1.82151 0.061 -0.489 -0.160
H 1.99902 -1.56860 -0.26089 -1.152 0.849 -0.245
H 2.19906 -1.63831 1.32029 0.277 0.216 0.837
H 3.61647 -0.13070 -0.19506 0.750 0.406 0.050
H 3.37549 0.49111 1.47591 -0.074 -0.237 -0.288
H 2.09712 1.88861 -1.29454 0.268 -0.691 -0.534
H -0.56136 -0.87213 -0.71272 -0.381 -0.548 0.619
H -1.35863 0.25174 0.31157 0.005 -0.330 0.161
H -0.13781 0.65418 -0.60879 0.472 0.296 0.604
H -1.98352 2.62846 0.16433 -0.372 -0.131 -0.384
H -1.36729 2.88510 1.49765 0.221 0.068 0.408
O -1.43167 2.20643 0.82496 -0.031 0.153 0.066
H -0.84912 -3.59654 -0.97435 -0.111 0.107 -0.734
H -0.88696 -2.73262 -2.35419 -0.028 -0.722 0.660
O -0.70852 -2.73893 -1.39829 0.156 0.760 0.042
H -4.06207 0.51881 -0.42339 -0.566 -0.203 0.192
H -3.97906 1.25781 -1.77641 -0.164 -0.092 0.026
O -3.48668 1.02893 -0.98356 0.824 0.294 -0.203
```
Positions in Å, forces in eV/Å.

## Properties
- Kohn-Sham gap (eV) = 9.69
- ΔE to the lowest compared entry with this formula, charge and spin (kcal per mole) = 15.4
- charge = +1
- DFT total energy (Eh) = -802.32641



Here is a cluster of 2 separate species, C2H6O2S in total at a distorted geometry from the OMol25 dataset. Energies are from ωB97M-V/def2-TZVPD.

The geometry in XYZ format:
```
11
Properties=species:S:1:pos:R:3:forces:R:3
C -1.96709 0.46930 -0.85095 2.101 -0.307 -0.070
S -0.77390 1.69976 -0.29573 -0.338 0.029 0.253
H -1.54601 -0.44886 -0.42244 -0.311 -0.054 0.200
H -2.90852 0.67352 -0.38897 -0.888 0.225 0.069
H -1.88949 0.38206 -1.92497 -0.632 0.214 -0.251
H -0.65085 2.48841 -1.38450 -0.111 -0.034 -0.161
O 2.68516 -2.05369 1.98210 0.123 -0.196 0.635
C 2.29744 -1.23818 1.23020 0.066 -0.461 -0.493
O 0.98613 -0.86377 1.19164 -0.412 0.199 0.018
H 2.92000 -0.78991 0.45135 0.081 0.352 -0.131
H 0.84711 -0.31865 0.41227 0.321 0.031 -0.069
```
Positions in Å, forces in eV/Å.

## Properties
- Kohn-Sham gap (spin up / spin down) (eV) = 9.36 / 3.93
- ΔE to the lowest compared entry with this formula, charge and spin (kcal per mole) = 22.0
- ⟨S²⟩ = 0.75
- charge = +1
- 2S+1 = 2
- DFT total energy (Eh) = -628.09274



Here is a structure of composition C13H24HgN6OV at a distorted geometry from the OMol25 dataset. Energies are from ωB97M-V/def2-TZVPD.

The geometry in XYZ format:
```
46
Properties=species:S:1:pos:R:3:forces:R:3
N 1.54155 1.12723 1.09496 -3.963 -1.253 -3.155
C 2.46726 1.75964 1.49540 2.874 -0.388 6.138
O 3.20373 1.97457 2.45344 -1.166 0.757 -3.874
Hg 1.19224 0.66520 3.71363 -0.182 -0.104 0.421
V -0.31039 0.58778 0.56997 1.265 1.097 -0.441
N -0.70117 -1.20761 0.99900 0.152 0.329 0.506
N -0.37915 0.97943 -1.28053 -0.203 0.645 1.397
C 0.01262 -2.56274 1.02803 0.834 -0.396 -0.150
C 0.73330 1.10231 -2.30362 1.169 -0.190 -0.300
C -0.67675 -3.56621 1.96978 -0.478 0.390 0.237
C 0.05932 -3.15586 -0.38721 -0.056 0.381 -0.552
C 1.43583 -2.35013 1.52079 0.391 0.225 -0.169
C 1.38782 2.48462 -2.14583 -0.260 0.358 0.505
C 0.26499 0.92767 -3.75518 -0.595 -0.170 -0.010
C 1.76758 0.02362 -2.00605 0.087 -0.503 0.080
H -0.78638 -3.14198 2.97137 0.001 -0.050 0.001
H -0.08049 -4.48449 2.06581 -0.005 0.417 -0.214
H -1.66637 -3.86362 1.61694 0.088 0.012 -0.036
H -0.94020 -3.27769 -0.81253 0.084 -0.079 0.073
H 0.54640 -4.14203 -0.39852 -0.171 0.350 0.244
H 0.62858 -2.50078 -1.06127 -0.123 -0.223 0.201
H 1.95827 -1.58891 0.92695 -0.019 -0.172 0.021
H 2.02185 -3.28155 1.46030 -0.307 0.360 -0.001
H 1.44500 -2.03214 2.56603 -0.030 -0.005 0.168
H 0.65147 3.28531 -2.26660 0.091 -0.064 -0.020
H 2.17895 2.64943 -2.88749 -0.246 -0.285 0.096
H 1.83402 2.58473 -1.14836 -0.061 0.032 -0.250
H -0.40043 1.72634 -4.09342 0.104 -0.038 0.087
H -0.25284 -0.02697 -3.89039 0.058 0.062 -0.010
H 1.12616 0.92419 -4.43721 -0.101 0.037 0.428
H 2.64793 0.12678 -2.65434 -0.292 0.078 0.180
H 1.34276 -0.97175 -2.18445 0.124 0.208 -0.035
H 2.10597 0.07701 -0.96755 0.095 -0.039 -0.178
C -2.14338 -1.34493 0.85695 -0.686 -0.253 -0.901
H -2.56576 -0.35343 0.69831 -0.455 0.453 0.039
H -2.46234 -1.96834 -0.01029 0.477 0.353 0.449
H -2.66528 -1.76460 1.74385 0.680 0.459 -0.173
C -1.67093 1.45865 -1.78638 -0.918 -0.308 -0.064
H -2.38928 1.46465 -0.96808 -0.268 0.125 0.128
H -1.63994 2.48861 -2.19447 0.431 -0.395 0.408
H -2.11015 0.82883 -2.59339 0.581 0.112 0.578
N -1.20076 2.03549 1.90685 3.733 -6.665 -7.083
C -1.59279 2.66932 2.75494 -3.104 4.828 5.879
N -2.06234 3.31333 3.72065 0.195 -3.037 -1.091
C -1.96952 4.56805 3.94091 0.542 7.632 1.288
N -1.88699 5.75299 4.15832 -0.365 -5.081 -0.845
```
Positions in Å, forces in eV/Å.

## Properties
- Kohn-Sham gap (spin up / spin down) (eV) = 4.18 / 3.77
- ΔE to the lowest compared entry with this formula, charge and spin (kcal per mole) = 32.6
- ⟨S²⟩ = 0.78
- charge = +2
- 2S+1 = 2
- DFT total energy (Eh) = -2010.11724



Here is a structure of composition C28H38CeN4OP2 at a distorted geometry from the OMol25 dataset. Energies are from ωB97M-V/def2-TZVPD.

The geometry in XYZ format:
```
74
Properties=species:S:1:pos:R:3:forces:R:3
Ce 0.10564 1.12005 3.36635 -0.739 0.033 3.502
C -2.08223 1.85573 -4.61233 -0.166 -0.222 0.248
C -2.19266 0.57824 -4.22968 -0.342 0.562 -0.155
C -1.39335 -0.57469 -4.75153 0.199 -0.244 -0.155
C 0.06346 -0.26457 -5.17846 0.088 -0.420 -0.096
C 0.84886 0.59500 -4.21842 0.000 0.126 0.148
C 0.91573 1.92892 -4.26981 0.301 -0.260 -0.060
C 0.22982 2.78788 -5.30201 -0.114 0.299 0.061
C -1.20050 2.36454 -5.71842 0.023 0.354 -0.293
C 2.27878 1.26454 4.15436 0.220 -0.169 0.429
H -2.68650 2.64389 -4.13573 0.073 -0.529 -0.150
H -2.97105 0.28645 -3.51691 0.219 0.284 -0.084
H -1.91374 -1.03840 -5.60708 0.128 0.076 0.240
H -1.37149 -1.34952 -3.96973 0.004 0.101 -0.128
H 0.58192 -1.23400 -5.23235 -0.141 0.242 -0.208
H 0.06859 0.15250 -6.19345 0.139 -0.115 0.367
H 1.41344 0.02327 -3.46430 -0.159 0.477 -0.172
H 1.55173 2.49102 -3.57420 -0.187 -0.419 -0.103
H 0.83895 2.84998 -6.21989 -0.075 -0.021 0.315
H 0.18607 3.81403 -4.90879 0.035 -0.236 -0.090
H -1.68882 3.26921 -6.11342 0.168 -0.341 -0.082
H -1.14369 1.64968 -6.54833 -0.189 0.190 0.282
H 2.05297 1.99536 4.96235 -0.201 -0.122 -0.225
H 3.21037 1.58455 3.67291 -0.448 -0.113 -0.205
H 2.45274 0.29527 4.65241 -0.235 0.170 -0.025
P 1.57329 -0.45514 1.55642 4.481 -1.025 -1.811
P -1.45275 -0.81163 1.63574 -3.579 -0.448 -2.367
N 2.53583 0.85988 0.84342 -0.625 -1.133 0.715
N 2.81669 -1.74590 1.94540 -1.278 1.530 0.076
N -2.26757 0.45593 0.67822 0.852 -0.237 0.355
N -2.85822 -1.79491 1.90767 0.981 0.084 0.569
C 0.83082 -1.12935 0.02067 -0.624 -0.203 -0.135
C -0.56877 -1.74009 0.29398 0.403 -0.385 0.375
C 2.46274 2.20439 1.21539 0.752 0.128 -0.491
C 3.48027 2.88735 0.56977 -0.825 -0.379 0.516
C 4.18380 1.94468 -0.24009 -0.657 -0.766 0.439
C 3.59092 0.70829 -0.05466 0.156 0.903 0.035
C 3.78958 -1.65405 2.94953 0.320 -0.901 0.235
C 4.51635 -2.83872 2.99395 -0.999 1.065 -0.545
C 3.98001 -3.70222 1.98385 -0.979 1.372 -0.339
C 2.94091 -3.00886 1.36946 0.571 -0.911 0.232
C -2.30259 1.80472 1.08128 0.265 0.112 -0.771
C -2.64165 2.58093 -0.02044 0.421 -0.535 0.493
C -2.79461 1.70913 -1.13613 0.148 -0.712 0.941
C -2.59194 0.41362 -0.67485 0.099 1.064 0.043
C -3.85143 -2.15535 0.98436 -0.490 -0.561 0.746
C -4.76383 -2.97150 1.63001 1.140 0.715 -0.031
C -4.31818 -3.13916 2.98442 0.816 0.501 -0.161
C -3.14152 -2.42753 3.13099 -0.898 -0.322 -0.453
H 1.52277 -1.87262 -0.41129 -0.343 0.412 0.104
H 0.76485 -0.28661 -0.69569 -0.006 -0.280 0.429
H -1.16220 -1.84319 -0.63604 0.239 0.217 0.649
H -0.48519 -2.76052 0.71741 0.080 0.345 -0.166
H 1.70791 2.55858 1.92256 0.379 0.168 -0.351
H 3.70550 3.93806 0.69081 -0.090 -0.118 -0.127
H 5.03609 2.15869 -0.86635 -0.076 -0.073 0.015
H 3.82283 -0.25971 -0.46959 0.058 0.029 0.043
H 3.85289 -0.77655 3.56834 0.201 -0.007 -0.129
H 5.34690 -3.04485 3.65036 -0.064 0.046 -0.010
H 4.33569 -4.68120 1.70664 -0.111 0.001 0.038
H 2.26635 -3.33880 0.59570 0.165 -0.056 0.041
H -2.26404 2.07237 2.13423 -0.258 0.011 -0.055
H -2.77436 3.65254 -0.03780 -0.010 -0.084 0.104
H -3.01185 2.00806 -2.15173 -0.118 -0.153 0.254
H -2.73484 -0.52584 -1.18553 0.308 0.180 -0.088
H -3.83908 -1.79237 -0.02730 -0.072 -0.026 0.081
H -5.64751 -3.40441 1.18865 0.049 0.060 -0.013
H -4.82024 -3.72102 3.74645 0.173 0.111 -0.085
H -2.46206 -2.30822 3.96242 -0.164 -0.035 0.025
C -0.90581 -0.19197 6.43183 -0.384 -0.782 0.369
O -0.50205 0.54711 5.27482 0.540 0.439 -2.627
H -1.73458 0.32180 6.94792 0.432 -0.079 -0.314
H -0.06032 -0.32724 7.12467 -0.235 0.238 -0.344
H -1.26080 -1.20549 6.12661 0.254 0.776 0.131
```
Positions in Å, forces in eV/Å.

## Properties
- Kohn-Sham gap (spin up / spin down) (eV) = 4.09 / 4.08
- charge = +2
- DFT total energy (Eh) = -2541.09800



Here is the molecule C16H14ClNO3 from the OMol25 dataset. Energies are from ωB97M-V/def2-TZVPD.

The geometry in XYZ format:
```
35
Properties=species:S:1:pos:R:3:forces:R:3
C -5.37043 -0.00151 1.00076 0.016 0.018 -0.015
C -3.99156 -0.28099 0.49367 -0.055 0.062 -0.001
C -3.35640 -1.49295 0.73021 0.007 0.234 -0.100
C -2.08072 -1.75802 0.26806 0.147 -0.160 0.000
C -1.39868 -0.79009 -0.46118 -0.454 -0.068 0.245
N -0.10703 -0.97166 -0.95892 0.085 0.475 -0.353
C 0.71549 -2.02851 -0.79728 0.548 0.173 -0.139
O 0.47582 -3.06044 -0.20925 -0.039 -0.244 0.045
C 2.07844 -1.80224 -1.48105 -0.159 -0.424 0.129
O 2.41848 -0.43565 -1.52777 0.225 0.124 -0.131
C 2.80406 0.21364 -0.40429 0.089 0.445 0.264
C 3.49890 -0.36947 0.65165 -0.158 -0.249 -0.311
C 3.96927 0.41144 1.69068 -0.060 0.229 -0.020
C 3.76958 1.78480 1.69821 0.112 -0.022 0.166
C 3.05721 2.37099 0.67383 -0.158 -0.185 -0.271
C 2.53769 1.60047 -0.36753 0.262 -0.671 0.215
C 1.63303 2.22830 -1.32640 -0.143 0.381 -0.015
O 0.81931 1.66020 -2.01822 -0.079 0.142 -0.128
C -2.01399 0.43371 -0.71703 0.010 -0.062 0.012
C -3.28774 0.67161 -0.24009 0.185 -0.347 0.065
Cl -4.01740 2.20722 -0.56944 -0.074 0.210 -0.061
H -5.36029 0.85895 1.66896 -0.095 0.039 0.045
H -6.03748 0.23458 0.17258 -0.109 0.026 0.018
H -5.76435 -0.86000 1.53749 -0.038 -0.050 0.039
H -3.87719 -2.25251 1.29411 -0.065 -0.073 0.062
H -1.61180 -2.70665 0.46772 0.016 -0.020 0.000
H 0.25843 -0.17578 -1.48742 0.055 -0.227 0.158
H 2.83270 -2.42425 -0.99118 -0.144 0.078 -0.018
H 1.99778 -2.11694 -2.52598 0.041 0.010 0.154
H 3.68111 -1.43202 0.66660 0.022 -0.102 -0.032
H 4.50817 -0.05777 2.49989 0.046 -0.049 0.059
H 4.15777 2.38503 2.50599 0.024 0.054 0.068
H 2.86320 3.43368 0.68146 -0.030 0.130 -0.017
H 1.69420 3.33312 -1.33157 -0.046 0.028 -0.088
H -1.49561 1.18973 -1.28725 0.016 0.094 -0.047
```
Positions in Å, forces in eV/Å.

## Properties
- Kohn-Sham gap (eV) = 8.08
- ΔE to the lowest compared entry with this formula, charge and spin (kcal per mole) = 11.0
- SMILES string = Cc1ccc(NC(=O)COc2ccccc2C=O)cc1Cl
- charge = 0
- DFT total energy (Eh) = -1358.79263



Here is a structure of composition C20H11Cl2F5HgN6S from the OMol25 dataset. Energies are from ωB97M-V/def2-TZVPD.

The geometry in XYZ format:
```
46
Properties=species:S:1:pos:R:3:forces:R:3
Hg 0.13091 -0.12864 0.73696 -0.472 -0.100 0.388
Cl 3.48759 0.38037 1.38798 -0.150 0.015 -0.167
C 3.44848 0.08662 3.09293 -0.063 -0.006 0.187
C 4.67887 -0.12678 3.69718 0.032 0.010 -0.063
C 4.76473 -0.33356 5.05981 0.077 -0.020 0.025
C 3.60560 -0.32402 5.81526 -0.051 0.007 0.053
C 2.38246 -0.12311 5.20148 0.116 0.016 -0.293
Cl 0.98600 -0.13097 6.23486 -0.060 -0.002 0.039
C 2.23508 0.08461 3.80675 0.011 -0.102 0.159
S 0.62128 0.33461 3.17407 0.079 0.054 -0.187
H 5.56727 -0.12052 3.07889 -0.035 0.005 0.013
H 5.72656 -0.49737 5.53013 -0.041 0.009 -0.015
H 3.63857 -0.47321 6.88656 -0.027 -0.002 -0.028
N 0.34662 3.28676 0.01324 0.027 -0.063 -0.058
C 1.17229 2.61230 -0.83023 -0.064 0.032 0.144
N 1.95750 3.34702 -1.62073 -0.024 0.023 -0.075
C 2.71482 2.60814 -2.45249 -0.005 -0.050 0.124
N 3.50648 3.32422 -3.31624 -0.064 -0.005 -0.037
N 2.77005 1.29638 -2.52940 0.038 -0.049 -0.064
C 1.95396 0.62129 -1.67289 -0.033 0.052 0.017
N 1.11571 1.28596 -0.81285 0.261 -0.129 -0.159
C 1.98256 -0.79896 -1.66032 0.044 0.010 0.008
C 2.81718 -1.51576 -2.56482 -0.043 -0.002 0.029
C 2.82711 -2.87863 -2.55525 -0.007 0.091 0.025
C 2.00028 -3.57151 -1.64015 0.031 -0.091 -0.058
C 1.22932 -2.82815 -0.77956 -0.099 0.000 0.130
N 1.20451 -1.49408 -0.75675 0.264 0.257 -0.163
H 0.54496 4.26076 0.14731 0.007 0.024 0.002
H -0.09411 2.78081 0.76404 0.004 0.033 0.018
H 3.65341 4.28469 -3.06212 0.036 0.015 0.023
H 4.28405 2.82079 -3.70448 0.013 -0.010 -0.014
H 3.42316 -0.93768 -3.24580 0.023 -0.025 -0.020
H 3.46338 -3.42524 -3.24131 -0.015 0.012 -0.002
H 1.96794 -4.65213 -1.60827 -0.014 0.042 0.024
H 0.58456 -3.31959 -0.05903 0.005 0.015 0.005
F -2.04772 -2.23851 -0.50835 -0.008 0.034 -0.018
C -2.72722 -1.11883 -0.16714 0.070 -0.085 0.089
C -2.08090 -0.08681 0.47579 0.147 -0.108 -0.133
C -2.86935 0.99426 0.79076 0.215 0.086 0.036
F -2.32320 2.07196 1.40707 -0.036 -0.020 0.007
C -4.21756 1.07124 0.49604 -0.046 0.054 0.045
F -4.94570 2.14948 0.82413 -0.037 0.030 -0.001
C -4.82360 0.01174 -0.15031 0.042 -0.004 0.006
F -6.12838 0.05845 -0.44422 -0.095 0.001 -0.021
C -4.07231 -1.09782 -0.48749 -0.012 -0.005 0.012
F -4.66137 -2.12889 -1.11075 -0.042 -0.051 -0.035
```
Positions in Å, forces in eV/Å.

## Properties
- Kohn-Sham gap (spin up / spin down) (eV) = 5.53 / 7.87
- ⟨S²⟩ = 0.77
- charge = -1
- 2S+1 = 2
- DFT total energy (Eh) = -3068.74011